No. 1
Molecular formula: C2H6N2O
Method: DFT, ωB97M-V/def2-TZVPD

SMILES string = [H]/N=C/N.C=O
Energy above the lowest of the compared OMol25 structures with the same formula, charge and spin = 231.15 kJ/mol
Max |F| = 3.77 eV Å⁻¹

Positions of all 11 atoms, in Å:
H -0.65909 0.20608 2.85129
N -0.69783 0.11606 1.84121
C 0.50151 -0.12275 1.43865
N 0.82662 -0.74607 0.27051
H 1.25796 -0.25215 2.22735
H 1.50095 -1.48040 0.19278
H 0.01469 -0.81165 -0.34276
C -0.69148 0.78537 -2.10538
O -1.04777 -0.34151 -1.90115
H -1.35207 1.64739 -2.00941
H 0.34653 0.99964 -2.46309


No. 2
Molecular formula: C2H6N2O
Method: DFT, ωB97M-V/def2-TZVPD

SMILES string = N=C=CO.N
Energy above the lowest of the compared OMol25 structures with the same formula, charge and spin = 497.45 kJ/mol
Max |F| = 3.14 eV Å⁻¹

Positions of all 11 atoms, in Å:
N 0.84185 1.55378 0.52753
C 0.44503 0.43542 0.33101
C 0.53882 -0.89369 0.16431
O 1.75671 -1.43584 -0.18164
H 1.83324 1.63645 0.27943
H -0.15544 -1.56727 0.65194
H 1.60330 -2.27459 -0.64425
N -1.79172 0.65514 -0.35261
H -2.17789 0.47088 0.57112
H -1.53287 1.63117 -0.50319
H -1.36104 -0.21144 -0.84366


No. 3
Molecular formula: C2H6N2O
Method: DFT, ωB97M-V/def2-TZVPD

Energy above the lowest of the compared OMol25 structures with the same formula, charge and spin = 748.97 kJ/mol
Max |F| = 3.76 eV Å⁻¹

Positions of all 11 atoms, in Å:
O -2.31943 0.01709 0.29535
C -1.05179 0.19056 0.87018
N -0.18095 -0.76898 0.22652
C 0.79194 -0.23696 -0.75689
N 1.71330 0.58078 0.04734
H -0.72281 1.26441 0.78009
H -0.83245 -1.54440 -0.15339
H 1.25705 -1.11950 -1.28352
H 0.13158 0.46752 -1.45154
H -0.98707 -0.08839 2.00229
H 2.20063 1.23786 -0.57645


No. 4
Molecular formula: C2H6N2O2
Method: DFT, ωB97M-V/def2-TZVPD

Charge = -2
SMILES string = CN([O-])N(C)[O-]
Energy above the lowest of the compared OMol25 structures with the same formula, charge and spin = 229.01 kJ/mol
Max |F| = 3.49 eV Å⁻¹

Positions of all 12 atoms, in Å:
C 1.10790 0.92031 -0.63272
N 0.86119 0.08763 0.56625
O 1.32065 -1.32667 0.29961
N -0.56981 0.25019 0.99083
C -1.14044 -0.95435 0.44060
O -1.12980 1.32514 0.34685
H 1.17987 0.33153 -1.64666
H 0.13416 1.56118 -0.68499
H 1.96398 1.58792 -0.54686
H -1.13860 -0.88000 -0.64713
H -0.45599 -1.76961 0.60414
H -2.13313 -1.13327 0.91009


No. 5
Molecular formula: C2H6N2O2
Method: DFT, ωB97M-V/def2-TZVPD

Energy above the lowest of the compared OMol25 structures with the same formula, charge and spin = 554.14 kJ/mol
Max |F| = 2.22 eV Å⁻¹

Positions of all 12 atoms, in Å:
C 0.75078 -0.50706 -0.82269
C -0.93594 0.56271 0.87239
N 0.29042 -1.44565 0.00549
N -0.21912 1.09887 -0.22480
O -0.33069 -0.40628 1.54748
O 2.04947 -0.16332 -0.72019
H 2.32120 -0.31008 0.19854
H -0.62685 -1.78550 -0.27509
H -0.87845 1.45194 -0.92065
H 0.39183 -0.41087 -1.84615
H -0.79259 1.50821 1.48901
H -2.02006 0.40702 0.69665


No. 6
Molecular formula: C2H6N2O2
Method: DFT, ωB97M-V/def2-TZVPD

SMILES string = C=[NH+][O-].NC=O
Energy above the lowest of the compared OMol25 structures with the same formula, charge and spin = 318.79 kJ/mol
Max |F| = 2.41 eV Å⁻¹

Positions of all 12 atoms, in Å:
C -0.21541 -1.58101 0.09572
N -1.38165 -1.02089 0.17586
O -1.73364 0.02983 -0.44945
H 0.43192 -1.39342 -0.74446
H 0.01370 -2.41141 0.73757
H -1.99444 -1.31826 0.95912
N 0.83122 1.54092 0.51791
C 0.85807 1.10721 -0.75929
O 1.76914 0.49812 -1.26851
H 1.58081 1.25712 1.13724
H 0.02979 2.03950 0.86141
H -0.18953 1.25227 -1.26312